The molecule C5H4O, computed with ωB97M-V with the def2-TZVPD basis set.

The calculation puts the HOMO-LUMO gap (spin up / spin down) at 7.76 / 7.76 eV. Its highest occupied orbital energy (spin up / spin down) is -7.471 / -7.469 eV. Its LUMO energy (spin up / spin down) is 0.29 / 0.29 eV.

Each line ends with the Löwdin charge.
Cartesian coordinates (Å):
C: 0.111 -0.967 -0.231  -0.178
C: 0.746 -0.070 -0.814  -0.092
C: -0.171 1.360 0.370  -0.079
C: 0.767 1.340 -0.733  -0.176
C: -0.679 -1.760 0.518  -0.007
O: -0.958 0.937 1.108  0.204
H: 0.397 1.933 -1.538  0.127
H: 1.760 1.645 -0.459  0.129
H: -1.646 -2.199 0.367  0.040
H: -0.327 -2.218 1.412  0.032

***

The molecule C5H4O, computed with ωB97M-V with the def2-TZVPD basis set.

The calculation puts the HOMO-LUMO gap at 8.78 eV. Its highest occupied orbital energy is -8.849 eV. Its LUMO energy is -0.07 eV.

Each line ends with the Löwdin charge.
Cartesian coordinates (Å):
C: 0.271 0.033 -1.737  -0.109
C: -0.714 -1.120 -2.105  0.037
C: -0.647 -0.868 0.191  -0.148
C: 1.201 0.697 -1.054  0.067
C: -0.167 0.552 -0.332  -0.167
O: -0.961 -1.653 -0.943  -0.105
H: 0.072 -1.387 0.716  0.089
H: -1.674 -0.653 0.792  0.174
H: 2.207 0.921 -1.002  0.063
H: -0.831 1.399 -0.270  0.099

***

The molecule C5H4O, computed with ωB97M-V with the def2-TZVPD basis set.

The calculation puts the HOMO-LUMO gap at 8.78 eV. Its highest occupied orbital energy is -9.471 eV. The SMILES is O=C1C=CC=C1. Its LUMO energy is -0.69 eV.

Each line ends with the Löwdin charge.
Cartesian coordinates (Å):
O: 1.664 -0.502 -1.679  0.125
C: 0.774 -0.313 -0.904  -0.402
C: 0.201 -1.211 0.154  -0.029
C: -0.576 -0.462 0.955  -0.049
C: -0.728 0.918 0.346  -0.056
C: 0.063 1.007 -0.705  -0.022
H: 0.625 -2.174 0.519  0.122
H: -0.984 -0.769 1.931  0.111
H: -1.299 1.700 0.772  0.091
H: 0.260 1.807 -1.390  0.109

***

A cluster of 2 separate species, C5H4O in total, computed with ωB97M-V with the def2-TZVPD basis set.

The calculation puts the HOMO-LUMO gap (spin up / spin down) at 6.86 / 7.75 eV. Its multiplicity is 3. Its highest occupied orbital energy (spin up / spin down) is -5.846 / -9.072 eV. Its LUMO energy (spin up / spin down) is 1.02 / -1.32 eV.

Each line ends with the Mulliken spin population.
Cartesian coordinates (Å):
C: 1.563 0.848 0.729  0.056
C: 0.876 1.874 1.260  0.049
C: 0.160 0.703 0.897  0.202
C: -1.082 -0.131 -1.044  1.389
C: -1.387 -1.560 -0.863  0.153
O: -0.318 -0.991 -1.625  0.138
H: 2.520 0.496 0.421  0.004
H: 0.913 2.859 1.661  0.000
H: -1.076 -2.084 0.026  0.005
H: -2.169 -2.014 -1.461  0.004

***

The molecule C5H4O2, computed with ωB97M-V with the def2-TZVPD basis set.

The calculation puts the HOMO-LUMO gap (spin up / spin down) at 7.31 / 7.31 eV. Its highest occupied orbital energy (spin up / spin down) is -7.335 / -7.333 eV. Its LUMO energy (spin up / spin down) is -0.02 / -0.02 eV.

Each line ends with the Löwdin charge.
Cartesian coordinates (Å):
C: 0.336 -0.795 0.760  -0.071
C: -0.907 -0.554 1.475  -0.208
C: 0.626 -0.319 -0.479  -0.027
C: -2.954 0.560 0.901  0.197
C: 1.034 0.097 -1.589  -0.239
O: -1.922 0.062 1.018  -0.059
O: 1.682 1.318 -1.747  -0.053
H: 1.237 -1.219 1.217  0.114
H: -0.988 -0.912 2.520  0.129
H: 0.779 -0.340 -2.504  0.093
H: 1.078 2.102 -1.572  0.125

***

A cluster of 2 separate species, C5H4O2 in total, computed with ωB97M-V with the def2-TZVPD basis set.

The calculation puts the HOMO-LUMO gap (spin up / spin down) at 9.36 / 9.36 eV. Its highest occupied orbital energy (spin up / spin down) is -10.425 / -10.425 eV. The SMILES is O=C1C#CCC1=O.[H][H]. Its LUMO energy (spin up / spin down) is -1.07 / -1.07 eV.

Each line ends with the Löwdin charge.
Cartesian coordinates (Å):
O: -1.962 -0.089 0.949  0.150
C: -0.872 -0.077 0.478  -0.327
C: -0.315 0.154 -0.884  0.017
C: 0.915 0.071 -0.832  0.017
C: 1.730 -0.219 0.335  -0.073
C: 0.481 -0.349 1.353  -0.245
O: 0.536 -0.596 2.507  0.186
H: 2.394 0.583 0.671  0.122
H: 2.285 -1.161 0.314  0.122
H: -2.292 0.671 -2.315  -0.006
H: -2.901 1.011 -2.575  0.036

***

Maximum force values, unit hartree/bohr, following the record order: 0.058; 0.104; 0.042; 0.076; 0.115; 0.017.
Energy above the lowest of the compared OMol25 structures with the same formula, charge and spin values, unit eV, following the record order: 4.053; 5.415; 0.170; 5.392; 7.468; 4.962.
Total energy values, unit eV, following the record order: -7291.65583; -7290.29340; -7295.53889; -7286.41279; -9336.71458; -9339.22050.